The following is a quantum chemistry calculation of a structure of composition C8H17NO in a non-equilibrium geometry, from the Open Molecules 2025 dataset.

LUMO = 0.79 eV
Kohn-Sham gap = 10.123 eV
2S+1 = 1
Energy relative to the best compared isomer or geometry (same formula, charge and spin) = 143.8 kcal/mol

Element x y z (Å)
C (2.063, 0.838, -0.517)
C (0.771, 0.177, -1.048)
C (0.568, -1.043, -0.050)
C (1.675, -0.880, 1.056)
C (1.959, 0.635, 0.941)
C (-1.313, -1.764, -0.683)
C (-1.727, -0.540, 0.210)
C (-2.106, 1.839, 0.376)
H (3.031, 0.418, -0.840)
H (2.016, 1.837, -0.865)
H (0.856, -0.076, -2.140)
H (0.014, 0.985, -1.064)
H (0.464, -2.044, -0.569)
H (-0.356, -0.804, 0.410)
H (2.572, -1.457, 0.920)
H (1.260, -1.172, 2.022)
H (2.838, 0.864, 1.543)
H (1.063, 1.170, 1.369)
H (-0.649, -1.497, -1.505)
H (-2.193, -2.357, -1.120)
H (-0.742, -2.390, 0.123)
H (-1.683, 0.743, -1.331)
H (-2.486, 1.645, 1.414)
H (-1.272, 2.579, 0.566)
H (-2.895, 2.388, -0.216)
N (-1.799, 0.655, -0.378)
O (-1.930, -0.748, 1.377)


The following is a quantum chemistry calculation of a cluster of 2 separate species, C5H14OS in total in a non-equilibrium geometry, from the Open Molecules 2025 dataset.

LUMO = 0.61 eV
Kohn-Sham gap = 9.154 eV
2S+1 = 1
Energy relative to the best compared isomer or geometry (same formula, charge and spin) = 54.9 kcal/mol

Element x y z (Å)
C (1.699, -0.417, -2.122)
C (0.834, -0.397, -0.808)
C (-0.416, 0.431, -1.013)
C (-1.027, 0.809, 0.280)
S (0.110, 1.626, 1.388)
C (-0.112, 3.258, 0.711)
H (2.380, 0.481, -2.306)
H (1.001, -0.759, -3.039)
H (2.505, -1.288, -2.125)
H (0.536, -1.237, -0.261)
H (1.662, 0.163, -0.280)
H (-0.375, 1.432, -1.557)
H (-1.118, -0.155, -1.630)
H (-1.339, 0.043, 1.071)
H (-2.005, 1.409, -0.048)
H (0.357, 3.765, 1.616)
H (0.321, 3.637, -0.264)
H (-1.129, 3.679, 0.671)
O (-1.369, -5.691, 2.883)
H (-0.778, -5.896, 3.722)
H (-1.737, -4.892, 3.110)


The following is a quantum chemistry calculation of the molecule C13H10O2 in a non-equilibrium geometry, from the Open Molecules 2025 dataset.

LUMO = -0.34 eV
Kohn-Sham gap = 8.391 eV
2S+1 = 1
Energy relative to the best compared isomer or geometry (same formula, charge and spin) = 93.4 kcal/mol

Element x y z (Å)
O (-1.881, 2.897, -0.751)
C (-2.695, 2.081, -0.189)
C (-2.330, 0.610, 0.022)
C (-3.292, -0.377, 0.602)
C (-2.891, -1.634, 0.360)
C (-1.585, -2.042, -0.020)
C (-0.701, -1.166, -0.339)
O (0.564, -1.706, -0.378)
C (1.555, -0.833, -0.067)
C (2.714, -0.697, -1.001)
C (3.716, 0.244, -0.630)
C (3.643, 1.075, 0.430)
C (2.631, 0.919, 1.330)
C (1.593, -0.024, 1.098)
C (-0.987, 0.325, -0.498)
H (-3.736, 2.441, 0.329)
H (-4.412, -0.219, 1.067)
H (-3.694, -2.383, 0.541)
H (-1.217, -3.121, -0.015)
H (3.177, -1.556, -1.750)
H (4.478, 0.425, -1.347)
H (4.733, 1.352, 0.657)
H (2.732, 1.354, 2.332)
H (0.553, 0.052, 1.766)
H (-0.300, 1.242, -1.133)


The following is a quantum chemistry calculation of a structure of composition C32H38BCaN13O2 in a non-equilibrium geometry, from the Open Molecules 2025 dataset.

LUMO (spin up / spin down) = -2.58 / -4.23 eV
Kohn-Sham gap (spin up / spin down) = 7.705 / 5.985 eV
<S²> = 0.76
2S+1 = 2
Charge = +1

Element x y z (Å)
Ca (0.652, -0.110, 0.599)
O (0.422, -2.126, 0.643)
C (0.974, -3.310, 0.644)
C (1.093, -4.077, 1.820)
C (1.599, -5.358, 1.787)
C (2.026, -5.936, 0.588)
C (1.949, -5.207, -0.573)
C (1.430, -3.904, -0.570)
C (1.376, -3.126, -1.779)
N (0.874, -1.952, -1.792)
N (0.658, -1.113, -2.753)
C (0.265, 0.130, -2.456)
O (-0.004, 0.500, -1.284)
C (0.033, 1.045, -3.592)
C (-0.111, 0.574, -4.896)
C (-0.401, 1.457, -5.921)
C (-0.534, 2.814, -5.654)
C (-0.380, 3.288, -4.358)
C (-0.104, 2.407, -3.328)
H (0.770, -3.631, 2.753)
H (1.668, -5.924, 2.707)
H (2.411, -6.946, 0.574)
H (2.293, -5.634, -1.508)
H (1.794, -3.557, -2.689)
H (-0.004, -0.485, -5.087)
H (-0.528, 1.091, -6.931)
H (-0.757, 3.503, -6.458)
H (-0.479, 4.346, -4.153)
H (0.017, 2.759, -2.310)
C (-1.115, 4.084, 0.599)
C (-1.464, 2.732, 0.660)
N (-0.416, 1.982, 0.979)
N (0.621, 2.827, 1.131)
C (0.231, 4.097, 0.901)
B (2.066, 2.333, 1.435)
N (2.611, 1.603, 0.187)
C (3.064, 2.146, -0.961)
C (3.498, 1.121, -1.777)
C (3.265, -0.041, -1.033)
N (2.732, 0.262, 0.144)
N (2.062, 1.347, 2.625)
C (2.908, 1.327, 3.674)
C (2.603, 0.234, 4.456)
C (1.539, -0.380, 3.790)
N (1.221, 0.296, 2.693)
N (2.936, 3.528, 1.791)
C (2.756, 4.378, 2.839)
C (3.822, 5.238, 2.869)
C (4.625, 4.832, 1.784)
N (4.089, 3.808, 1.149)
H (-1.744, 4.926, 0.372)
H (-2.437, 2.294, 0.491)
H (0.912, 4.928, 0.963)
H (3.063, 3.207, -1.131)
H (3.924, 1.206, -2.761)
H (3.472, -1.069, -1.285)
H (3.671, 2.075, 3.809)
H (3.082, -0.071, 5.369)
H (0.994, -1.270, 4.065)
H (1.890, 4.306, 3.478)
H (4.005, 6.038, 3.564)
H (5.565, 5.241, 1.451)
N (-2.502, -2.896, -0.975)
C (-3.745, -3.094, -0.213)
C (-3.566, -2.894, 1.306)
C (-3.418, -1.455, 1.840)
N (-2.037, -0.908, 1.732)
C (-4.485, -0.560, 1.156)
C (-4.514, -0.656, -0.375)
N (-3.219, -0.218, -0.970)
C (-4.815, -2.116, -0.756)
H (-1.660, -3.062, -0.435)
H (-2.703, -1.163, -1.276)
H (-2.477, -3.455, -1.820)
H (-4.104, -4.117, -0.350)
H (-2.727, -3.500, 1.662)
H (-4.466, -3.308, 1.765)
H (-3.677, -1.497, 2.903)
H (-1.346, -1.604, 1.997)
H (-1.949, -0.147, 2.403)
H (-4.344, 0.479, 1.468)
H (-5.462, -0.876, 1.521)
H (-5.295, -0.006, -0.769)
H (-2.584, 0.120, -0.241)
H (-3.290, 0.455, -1.725)
H (-4.877, -2.209, -1.843)
H (-5.789, -2.393, -0.350)